1.
{
  "formula": "C16H18BClN7O3SV",
  "method": "the ωB97M-V functional and the def2-TZVPD basis",
  "elements": ["V", "C", "C", "N", "N", "C", "B", "N", "C", "C", "C", "N", "N", "C", "C", "C", "N", "H", "H", "H", "H", "H", "H", "H", "H", "H", "H", "Cl", "C", "H", "H", "N", "C", "C", "C", "C", "C", "C", "S", "O", "O", "O", "H", "H", "H", "H", "H", "H"],
  "positions_angstrom": [[0.095, -1.756, 0.487], [-2.414, 1.164, -1.097], [-2.000, -0.141, -1.103], [-1.175, -0.370, -0.045], [-1.094, 0.803, 0.658], [-1.796, 1.735, 0.018], [-0.317, 0.834, 1.978], [1.191, 0.535, 1.696], [2.273, 1.279, 1.907], [3.408, 0.530, 1.607], [2.930, -0.702, 1.215], [1.581, -0.693, 1.258], [-0.832, -0.367, 2.816], [-1.362, -0.416, 4.036], [-1.639, -1.740, 4.357], [-1.236, -2.462, 3.252], [-0.746, -1.629, 2.311], [-2.997, 1.691, -1.830], [-2.239, -0.929, -1.798], [-1.823, 2.756, 0.366], [-0.436, 1.868, 2.553], [2.177, 2.289, 2.275], [4.435, 0.844, 1.679], [3.471, -1.579, 0.899], [-1.510, 0.489, 4.604], [-2.076, -2.116, 5.265], [-1.274, -3.526, 3.093], [1.476, -3.699, 0.929], [-0.217, -3.766, 0.423], [-0.821, -4.245, 1.183], [-0.301, -4.241, -0.550], [0.831, -1.784, -1.574], [0.785, -0.473, -2.239], [1.416, 0.594, -1.617], [1.106, 1.885, -2.013], [0.148, 2.096, -2.999], [-0.365, 1.021, -3.712], [-0.049, -0.276, -3.323], [-0.581, 3.743, -3.140], [0.523, 4.646, -2.920], [-1.205, 3.760, -4.440], [-1.527, 3.685, -2.018], [0.269, -2.424, -2.135], [1.771, -2.181, -1.586], [2.130, 0.431, -0.820], [1.562, 2.746, -1.539], [-1.047, 1.213, -4.532], [-0.498, -1.126, -3.833]],
  "mulliken_spin": [1.253, -0.007, 0.005, -0.040, 0.016, -0.008, -0.004, 0.004, 0.001, -0.003, 0.001, -0.046, -0.004, -0.002, -0.002, -0.001, -0.042, 0.000, 0.000, 0.001, 0.000, 0.000, 0.000, 0.000, 0.000, 0.000, 0.001, -0.014, -0.097, 0.008, 0.004, -0.014, -0.017, 0.005, 0.001, -0.003, 0.002, -0.004, 0.000, 0.000, 0.000, 0.000, 0.002, 0.002, 0.003, 0.000, 0.000, 0.000],
  "homo_ev": [-10.45, -10.45],
  "orbital_gap_ha": [0.14013, 0.16796],
  "e_tot_ha": -3056.5481,
  "s_squared": 0.779,
  "relative_energy_kcal_mol": 1.2,
  "multiplicity": 2,
  "total_charge": 1
}


2.
{
  "formula": "C16H18BHfN6",
  "method": "the ωB97M-V functional and the def2-TZVPD basis",
  "elements": ["Hf", "C", "C", "C", "C", "C", "C", "C", "H", "H", "H", "H", "H", "H", "H", "H", "C", "C", "N", "N", "C", "B", "N", "C", "C", "C", "N", "N", "C", "C", "C", "N", "H", "H", "H", "H", "H", "H", "H", "H", "H", "H"],
  "positions_angstrom": [[-0.276, -0.479, -0.241], [-3.894, -0.062, 0.750], [-2.882, -0.897, 0.028], [-2.604, -0.687, -1.344], [-1.775, -1.557, -2.062], [-1.144, -2.634, -1.416], [-1.377, -2.837, -0.050], [-2.209, -1.958, 0.668], [-4.869, -0.530, 0.578], [-3.939, 0.955, 0.363], [-3.719, -0.042, 1.824], [-3.113, 0.116, -1.864], [-1.634, -1.409, -3.127], [-0.542, -3.334, -1.981], [-0.930, -3.684, 0.457], [-2.406, -2.155, 1.715], [3.793, -1.852, -0.782], [2.476, -2.189, -0.891], [1.685, -1.143, -0.500], [2.550, -0.112, -0.132], [3.794, -0.536, -0.301], [2.047, 1.284, 0.387], [1.171, 1.061, 1.674], [1.359, 1.533, 2.897], [0.340, 1.083, 3.749], [-0.465, 0.315, 2.961], [0.015, 0.280, 1.681], [1.153, 1.946, -0.724], [1.325, 3.100, -1.352], [0.293, 3.299, -2.281], [-0.503, 2.198, -2.167], [-0.004, 1.347, -1.220], [4.651, -2.462, -1.013], [2.030, -3.113, -1.222], [4.622, 0.121, -0.069], [2.972, 1.984, 0.639], [2.211, 2.166, 3.104], [0.226, 1.299, 4.799], [-1.363, -0.224, 3.218], [2.175, 3.722, -1.110], [0.165, 4.143, -2.940], [-1.405, 1.947, -2.703]],
  "nbo_charge": [2.427, -0.662, 0.022, -0.231, -0.224, -0.259, -0.194, -0.278, 0.304, 0.262, 0.254, 0.287, 0.305, 0.303, 0.304, 0.296, -0.274, 0.057, -0.580, -0.310, 0.134, 0.487, -0.302, 0.131, -0.275, 0.055, -0.584, -0.303, 0.131, -0.275, 0.055, -0.583, 0.298, 0.250, 0.276, 0.050, 0.277, 0.298, 0.246, 0.276, 0.298, 0.249],
  "homo_ev": -19.36,
  "orbital_gap_ha": 0.28780,
  "e_tot_ha": -1021.0309,
  "relative_energy_kcal_mol": 0.0,
  "total_charge": 3
}


3.
{
  "formula": "C16H18BHfN6",
  "method": "the ωB97M-V functional and the def2-TZVPD basis",
  "elements": ["Hf", "C", "C", "C", "C", "C", "C", "C", "H", "H", "H", "H", "H", "H", "H", "H", "C", "C", "N", "N", "C", "B", "N", "C", "C", "C", "N", "N", "C", "C", "C", "N", "H", "H", "H", "H", "H", "H", "H", "H", "H", "H"],
  "positions_angstrom": [[-0.439, -0.384, -0.004], [-0.490, -1.853, 3.515], [-1.037, -1.777, 2.131], [-2.123, -0.915, 1.826], [-2.829, -1.031, 0.615], [-2.437, -1.985, -0.343], [-1.321, -2.803, -0.088], [-0.616, -2.681, 1.124], [-1.121, -2.549, 4.082], [-0.529, -0.900, 4.041], [0.523, -2.250, 3.552], [-2.534, -0.298, 2.617], [-3.763, -0.495, 0.485], [-3.087, -2.201, -1.183], [-1.099, -3.632, -0.751], [0.132, -3.427, 1.368], [-0.246, 0.211, -4.266], [-0.827, -0.515, -3.257], [-0.345, -0.101, -2.050], [0.560, 0.908, -2.313], [0.622, 1.097, -3.628], [1.345, 1.659, -1.197], [2.175, 0.619, -0.386], [3.492, 0.578, -0.211], [3.822, -0.523, 0.581], [2.627, -1.132, 0.866], [1.603, -0.445, 0.283], [0.323, 2.332, -0.235], [0.198, 3.623, 0.059], [-0.851, 3.794, 0.964], [-1.341, 2.532, 1.190], [-0.632, 1.621, 0.463], [-0.421, 0.117, -5.325], [-1.557, -1.304, -3.338], [1.272, 1.844, -4.060], [2.059, 2.471, -1.672], [4.144, 1.321, -0.648], [4.806, -0.828, 0.899], [2.455, -2.021, 1.453], [0.848, 4.367, -0.378], [-1.201, 4.718, 1.392], [-2.160, 2.240, 1.827]],
  "nbo_charge": [2.401, -0.669, 0.019, -0.285, -0.212, -0.255, -0.225, -0.232, 0.304, 0.267, 0.260, 0.302, 0.310, 0.308, 0.310, 0.293, -0.273, 0.057, -0.573, -0.303, 0.127, 0.478, -0.300, 0.126, -0.273, 0.054, -0.575, -0.301, 0.126, -0.273, 0.054, -0.573, 0.297, 0.252, 0.278, 0.050, 0.278, 0.297, 0.248, 0.278, 0.297, 0.250],
  "homo_ev": -19.36,
  "orbital_gap_ha": 0.28341,
  "e_tot_ha": -1021.0226,
  "relative_energy_kcal_mol": 5.2,
  "total_charge": 3
}


4.
{
  "formula": "C16H18BrCl24N2O5P",
  "method": "the ωB97M-V functional and the def2-TZVPD basis",
  "elements": ["C", "C", "C", "O", "C", "O", "C", "O", "N", "C", "Br", "C", "O", "N", "O", "P", "C", "C", "C", "H", "H", "H", "H", "H", "H", "H", "H", "H", "H", "H", "H", "H", "H", "H", "H", "H", "H", "C", "Cl", "Cl", "Cl", "Cl", "C", "Cl", "Cl", "Cl", "Cl", "C", "Cl", "Cl", "Cl", "Cl", "C", "Cl", "Cl", "Cl", "Cl", "C", "Cl", "Cl", "Cl", "Cl", "C", "Cl", "Cl", "Cl", "Cl"],
  "positions_angstrom": [[4.324, -1.116, -2.653], [3.276, -1.989, -3.363], [2.451, -2.753, -2.317], [1.088, -2.824, -2.754], [0.155, -3.192, -1.796], [0.753, -3.876, -0.741], [-0.768, -4.271, -2.448], [-0.720, -4.775, -3.524], [-1.732, -4.486, -1.418], [-2.102, -3.132, -0.984], [-3.860, -2.747, -1.799], [-0.941, -2.141, -1.413], [-1.375, -1.434, -2.570], [-1.960, -0.203, -2.223], [-2.755, 0.111, -3.016], [-0.292, -1.190, 0.070], [-1.821, -0.696, 1.011], [0.447, 0.417, -0.455], [1.132, 0.399, -1.835], [5.133, -1.758, -2.307], [4.760, -0.379, -3.324], [3.893, -0.579, -1.811], [3.818, -2.691, -3.990], [2.627, -1.379, -3.986], [2.840, -3.768, -2.266], [2.567, -2.252, -1.359], [0.232, -3.802, 0.069], [-2.507, -4.984, -1.844], [-2.355, -3.118, 0.068], [-1.801, -1.237, 1.949], [-1.803, 0.365, 1.239], [-2.723, -0.910, 0.443], [1.162, 0.684, 0.318], [-0.338, 1.173, -0.475], [1.485, -0.578, -2.140], [0.475, 0.845, -2.571], [2.009, 1.046, -1.793], [-3.768, 0.824, 4.355], [-5.366, 0.079, 4.264], [-2.534, -0.441, 4.422], [-3.508, 1.831, 2.924], [-3.662, 1.826, 5.804], [3.250, 3.198, 2.018], [4.142, 3.367, 3.529], [1.517, 3.069, 2.360], [3.522, 4.612, 0.996], [3.803, 1.744, 1.175], [2.488, -1.614, 3.797], [2.854, -2.681, 2.436], [3.891, -1.510, 4.864], [2.094, -0.003, 3.188], [1.108, -2.255, 4.697], [1.643, 4.821, 6.810], [1.818, 6.159, 5.669], [0.017, 4.844, 7.502], [1.904, 3.296, 5.961], [2.836, 4.988, 8.102], [-0.348, 4.192, -3.504], [-1.289, 2.719, -3.253], [-0.901, 5.440, -2.381], [1.364, 3.858, -3.212], [-0.564, 4.754, -5.164], [-6.218, 1.220, -1.873], [-6.335, -0.228, -2.877], [-5.158, 0.898, -0.493], [-5.553, 2.548, -2.828], [-7.825, 1.661, -1.285]],
  "nbo_charge": [-0.605, -0.425, -0.069, -0.518, 0.416, -0.692, 0.667, -0.515, -0.670, -0.091, -0.002, -0.093, -0.403, 0.378, -0.239, 0.760, -0.941, -0.709, -0.629, 0.205, 0.213, 0.196, 0.209, 0.218, 0.191, 0.177, 0.497, 0.406, 0.217, 0.235, 0.242, 0.232, 0.240, 0.227, 0.222, 0.220, 0.213, -0.226, 0.063, 0.053, 0.052, 0.063, -0.226, 0.068, 0.051, 0.064, 0.057, -0.225, 0.062, 0.059, 0.049, 0.049, -0.227, 0.055, 0.056, 0.059, 0.057, -0.226, 0.060, 0.055, 0.053, 0.061, -0.224, 0.061, 0.047, 0.061, 0.057],
  "homo_ev": -8.80,
  "orbital_gap_ha": 0.31483,
  "e_tot_ha": -15065.9476
}


5.
{
  "formula": "C16H18BrNO3",
  "method": "the ωB97M-V functional and the def2-TZVPD basis",
  "elements": ["C", "C", "O", "O", "C", "C", "C", "C", "C", "C", "C", "C", "O", "N", "C", "C", "C", "C", "C", "C", "H", "H", "H", "H", "H", "H", "H", "H", "H", "H", "H", "H", "H", "H", "H", "H", "H", "H", "Br"],
  "positions_angstrom": [[3.286, -1.662, 2.216], [2.975, -2.084, 0.680], [2.012, -2.874, 0.453], [3.798, -1.513, -0.330], [3.064, -0.565, -1.161], [2.375, 0.651, -0.298], [0.813, 0.301, -0.234], [-0.119, 1.490, 0.288], [0.443, 2.802, 0.906], [-0.542, 3.884, 1.427], [-2.081, 3.567, 1.276], [-2.554, 2.221, 0.640], [-3.921, 1.859, 0.464], [-1.569, 1.264, 0.193], [-2.030, -0.048, -0.379], [-2.335, -1.201, 0.645], [-2.777, -2.618, 0.165], [-2.898, -2.862, -1.359], [-2.604, -1.700, -2.382], [-2.159, -0.268, -1.929], [4.189, -2.310, 2.538], [2.378, -1.816, 2.888], [3.607, -0.564, 2.291], [2.207, -1.164, -1.649], [3.662, -0.120, -2.018], [2.882, 0.724, 0.738], [2.602, 1.660, -0.821], [0.487, 0.080, -1.323], [0.586, -0.605, 0.452], [1.566, 3.032, 1.007], [-0.159, 4.867, 1.890], [-2.840, 4.326, 1.650], [-4.357, 2.581, -0.063], [-2.209, -1.016, 1.775], [-2.949, -3.409, 0.972], [-3.184, -3.891, -1.748], [-2.704, -1.963, -3.498], [-1.916, 0.558, -2.696], [2.976, -1.614, -3.665]],
  "nbo_charge": [-0.733, 0.814, -0.574, -0.549, -0.122, -0.476, -0.492, 0.361, -0.269, -0.098, -0.311, 0.565, -0.656, -0.398, 0.086, -0.210, -0.201, -0.182, -0.185, -0.214, 0.250, 0.232, 0.219, 0.248, 0.271, 0.206, 0.220, 0.282, 0.278, 0.277, 0.260, 0.258, 0.513, 0.238, 0.248, 0.244, 0.252, 0.257, -0.909],
  "homo_ev": -5.60,
  "orbital_gap_ha": 0.12346,
  "e_tot_ha": -3474.5645,
  "relative_energy_kcal_mol": 211.9
}